Record 1
ORCA calculation (ωB97M-V/def2-TZVPD) on a 8-piece molecular cluster, C14H42NO10 overall.

Each atom is followed by the atoms it is bonded to, with distances in Å.
Geometry (Å):
1 N 0.131 -0.394 0.089  O2 1.255, O3 1.255, O4 1.219
2 O 0.951 0.452 -0.342  N1 1.255
3 O -0.255 -1.323 -0.661  N1 1.255
4 O -0.558 -0.076 1.043  N1 1.219
5 C 3.794 4.165 -1.405  C6 1.507, H8 1.032, H9 1.109, H10 1.018
6 C 2.536 3.385 -1.122  C5 1.507, O7 1.411, H11 1.103, H12 1.264
7 O 2.976 2.283 -0.358  C6 1.411, H13 0.930
8 H 4.577 3.503 -1.521  C5 1.032
9 H 4.115 4.840 -0.586  C5 1.109
10 H 3.594 4.756 -2.209  C5 1.018
11 H 2.202 2.987 -2.095  C6 1.103
12 H 1.617 4.175 -0.763  C6 1.264
13 H 2.306 1.654 -0.503  O7 0.930
14 C -1.851 4.561 -0.544  C15 1.522, H17 1.105, H18 1.175, H19 0.988
15 C -1.690 3.075 -0.255  C14 1.522, O16 1.473, H20 1.150, H21 1.015
16 O -0.676 2.945 0.805  C15 1.473, H22 1.141
17 H -2.498 4.854 -1.391  C14 1.105
18 H -0.831 5.122 -0.383  C14 1.175
19 H -2.510 5.146 -0.098  C14 0.988
20 H -1.209 2.449 -1.091  C15 1.150
21 H -2.521 2.614 0.101  C15 1.015
22 H -0.184 1.917 0.760  O16 1.141
23 C 4.072 -1.654 -1.065  C24 1.556, H26 1.087, H27 1.141, H28 1.217
24 C 2.733 -1.938 -1.805  C23 1.556, O25 1.373, H29 0.989, H30 1.107
25 O 2.302 -0.806 -2.452  C24 1.373, H31 1.073
26 H 4.901 -1.675 -1.767  C23 1.087
27 H 4.525 -2.416 -0.346  C23 1.141
28 H 3.865 -0.534 -0.637  C23 1.217
29 H 2.132 -2.397 -1.167  C24 0.989
30 H 3.182 -2.648 -2.526  C24 1.107
31 H 1.607 -0.381 -1.753  O25 1.073
32 C -5.391 -0.415 -0.797  C33 1.420, H35 1.138, H36 1.001, H37 1.124
33 C -4.100 -0.717 -0.288  C32 1.420, O34 1.494, H38 1.011, H39 1.086
34 O -3.118 0.052 -1.110  C33 1.494, H40 1.128
35 H -5.668 0.653 -0.517  C32 1.138
36 H -6.172 -0.804 -0.306  C32 1.001
37 H -5.467 -0.645 -1.895  C32 1.124
38 H -3.777 -1.635 -0.561  C33 1.011
39 H -3.980 -0.546 0.778  C33 1.086
40 H -2.175 -0.330 -0.623  O34 1.128
41 C 2.046 -0.232 3.195  C42 1.621, H44 1.056, H45 1.098, H46 0.991
42 C 2.437 1.298 2.830  C41 1.621, O43 1.405, H47 1.098, H48 1.193
43 O 2.641 2.095 3.969  C42 1.405, H49 0.969
44 H 1.131 -0.030 3.681  C41 1.056
45 H 2.812 -0.771 3.768  C41 1.098
46 H 1.796 -0.713 2.365  C41 0.991
47 H 1.675 1.821 2.237  C42 1.098
48 H 3.482 1.374 2.259  C42 1.193
49 H 2.811 2.953 3.551  O43 0.969
50 C -2.557 -2.868 4.779  C51 1.594, H53 1.020, H54 1.115, H55 1.219
51 C -1.637 -1.790 4.049  C50 1.594, O52 1.428, H56 1.093, H57 1.137
52 O -1.419 -2.253 2.716  C51 1.428, H58 0.950
53 H -3.442 -3.137 4.349  C50 1.020
54 H -2.607 -2.946 5.890  C50 1.115
55 H -1.789 -3.794 4.583  C50 1.219
56 H -0.749 -1.393 4.547  C51 1.093
57 H -2.336 -0.898 3.958  C51 1.137
58 H -1.046 -1.507 2.261  O52 0.950
59 C -1.260 -4.270 -4.315  C60 1.571, H62 1.097, H63 1.032, H64 1.215
60 C -0.332 -3.283 -3.519  C59 1.571, O61 1.419, H65 1.056, H66 1.078
61 O -0.937 -2.044 -3.185  C60 1.419, H67 0.918
62 H -1.699 -3.635 -5.094  C59 1.097
63 H -1.925 -4.463 -3.550  C59 1.032
64 H -0.570 -5.134 -4.819  C59 1.215
65 H 0.538 -3.089 -4.086  C60 1.056
66 H 0.112 -3.807 -2.688  C60 1.078
67 H -0.642 -1.745 -2.369  O61 0.918

Relative energy (zero: lowest compared OMol25 entry of this formula, charge and spin) in kcal/mol: 219.8
HOMO level in eV: -6.8
Largest force on an atom in eV Å⁻¹: 7.36
Charge: -1
E_LUMO in eV: 2.968

Record 2
ORCA calculation (ωB97M-V/def2-TZVPD) on a 7-piece molecular cluster, C14H42O14 overall.

Each atom is followed by the atoms it is bonded to, with distances in Å.
Geometry (Å):
1 O -9.329 -15.358 26.853  C2 1.413, H5 0.960
2 C -9.282 -14.395 25.820  O1 1.413, C3 1.494, H6 1.094, H7 1.098
3 C -8.560 -14.989 24.655  C2 1.494, O4 1.408, H8 1.098, H9 1.102
4 O -9.291 -16.092 24.174  C3 1.408, H10 0.961
5 H -10.053 -15.186 27.460  O1 0.960
6 H -10.294 -14.113 25.515  C2 1.094
7 H -8.738 -13.491 26.125  C2 1.098
8 H -7.533 -15.264 24.929  C3 1.098
9 H -8.423 -14.175 23.926  C3 1.102
10 H -8.858 -16.494 23.416  O4 0.961
11 O -15.651 -25.320 26.442  C12 1.421, H15 0.962
12 C -14.470 -25.432 27.223  O11 1.421, C13 1.506, H16 1.090, H17 1.097
13 C -13.878 -24.077 27.509  C12 1.506, O14 1.416, H18 1.091, H19 1.103
14 O -13.760 -23.393 26.274  C13 1.416, H20 0.959
15 H -15.558 -24.531 25.898  O11 0.962
16 H -14.757 -25.896 28.168  C12 1.090
17 H -13.715 -26.059 26.733  C12 1.097
18 H -12.964 -24.106 28.104  C13 1.091
19 H -14.603 -23.527 28.132  C13 1.103
20 H -12.989 -22.827 26.211  O14 0.959
21 O -9.095 -18.391 26.034  C22 1.400, H25 0.967
22 C -10.105 -19.334 26.261  O21 1.400, C23 1.501, H26 1.089, H27 1.096
23 C -10.445 -20.169 25.062  C22 1.501, O24 1.414, H28 1.098, H29 1.104
24 O -11.623 -20.862 25.428  C23 1.414, H30 0.962
25 H -9.411 -17.550 25.678  O21 0.967
26 H -9.862 -19.998 27.089  C22 1.089
27 H -11.029 -18.804 26.517  C22 1.096
28 H -9.632 -20.792 24.665  C23 1.098
29 H -10.608 -19.470 24.223  C23 1.104
30 H -11.875 -21.522 24.776  O24 0.962
31 O -8.038 -23.725 27.753  C32 1.406, H35 0.958
32 C -8.687 -22.480 27.684  O31 1.406, C33 1.516, H36 1.097, H37 1.105
33 C -9.619 -22.262 28.859  C32 1.516, O34 1.443, H38 1.089, H39 1.091
34 O -10.576 -23.341 28.833  C33 1.443, H40 0.964
35 H -7.094 -23.580 27.681  O31 0.958
36 H -7.948 -21.685 27.521  C32 1.097
37 H -9.392 -22.318 26.848  C32 1.105
38 H -10.256 -21.398 28.673  C33 1.089
39 H -9.146 -22.227 29.842  C33 1.091
40 H -10.129 -24.111 28.464  O34 0.964
41 O -17.049 -19.705 27.319  C42 1.452, H45 0.961
42 C -15.789 -20.382 27.069  O41 1.452, C43 1.517, H46 1.087, H47 1.089
43 C -14.644 -19.388 27.073  C42 1.517, O44 1.436, H48 1.091, H49 1.096
44 O -14.860 -18.452 26.006  C43 1.436, H50 0.959
45 H -17.070 -19.440 28.243  O41 0.961
46 H -15.701 -21.175 27.808  C42 1.087
47 H -15.905 -20.721 26.040  C42 1.089
48 H -13.688 -19.884 26.901  C43 1.091
49 H -14.711 -18.782 27.984  C43 1.096
50 H -14.768 -17.553 26.327  O44 0.959
51 O -10.900 -26.222 24.336  C52 1.421, H55 0.963
52 C -9.781 -25.483 24.807  O51 1.421, C53 1.507, H56 1.091, H57 1.096
53 C -9.832 -24.050 24.344  C52 1.507, O54 1.414, H58 1.097, H59 1.098
54 O -9.845 -23.958 22.933  C53 1.414, H60 0.958
55 H -11.004 -26.042 23.395  O51 0.963
56 H -9.877 -25.515 25.893  C52 1.091
57 H -8.839 -25.961 24.517  C52 1.096
58 H -9.007 -23.469 24.776  C53 1.097
59 H -10.745 -23.568 24.716  C53 1.098
60 H -9.114 -23.434 22.602  O54 0.958
61 O -3.435 -16.049 26.128  C62 1.434, H65 0.960
62 C -4.602 -16.354 26.903  O61 1.434, C63 1.516, H66 1.087, H67 1.095
63 C -5.519 -17.299 26.153  C62 1.516, O64 1.415, H68 1.099, H69 1.095
64 O -6.388 -17.932 27.073  C63 1.415, H70 0.966
65 H -3.654 -15.311 25.553  O61 0.960
66 H -4.261 -16.817 27.826  C62 1.087
67 H -5.118 -15.420 27.151  C62 1.095
68 H -4.886 -18.047 25.654  C63 1.099
69 H -6.075 -16.787 25.362  C63 1.095
70 H -7.287 -17.939 26.720  O64 0.966

Relative energy (zero: lowest compared OMol25 entry of this formula, charge and spin) in kcal/mol: 30.0
HOMO level in eV: -9.7
Largest force on an atom in eV Å⁻¹: 1.81
SMILES string: OCCO.OCCO.OCCO.OCCO.OCCO.OCCO.OCCO
E_LUMO in eV: 0.133

Record 3
ORCA calculation (ωB97M-V/def2-TZVPD) on a 7-piece molecular cluster, C14H42O14 overall.

Each atom is followed by the atoms it is bonded to, with distances in Å.
Geometry (Å):
1 O 4.254 -4.775 6.849  C2 1.450, H5 0.960
2 C 3.315 -3.788 7.345  O1 1.450, C3 1.519, H6 1.090, H7 1.090
3 C 3.465 -2.402 6.743  C2 1.519, O4 1.411, H8 1.090, H9 1.090
4 O 2.938 -2.081 5.474  C3 1.411, H10 0.960
5 H 5.132 -4.425 7.013  O1 0.960
6 H 2.278 -4.098 7.216  C2 1.090
7 H 3.324 -3.784 8.435  C2 1.090
8 H 4.520 -2.132 6.788  C3 1.090
9 H 2.950 -1.757 7.455  C3 1.090
10 H 3.142 -1.166 5.268  O4 0.960
11 O -0.037 -0.521 -1.105  C12 1.377, H15 0.960
12 C -0.719 -0.654 0.084  O11 1.377, C13 1.561, H16 1.090, H17 1.090
13 C -1.536 0.659 0.298  C12 1.561, O14 1.378, H18 1.090, H19 1.090
14 O -2.688 0.670 -0.458  C13 1.378, H20 0.960
15 H -0.653 -0.592 -1.838  O11 0.960
16 H -1.383 -1.515 0.008  C12 1.090
17 H -0.047 -0.911 0.903  C12 1.090
18 H -1.011 1.579 0.042  C13 1.090
19 H -1.739 0.719 1.368  C13 1.090
20 H -2.810 1.548 -0.827  O14 0.960
21 O 3.968 5.890 -1.813  C22 1.448, H25 0.960
22 C 2.895 5.898 -2.786  O21 1.448, C23 1.546, H26 1.090, H27 1.090
23 C 1.528 6.260 -2.164  C22 1.546, O24 1.346, H28 1.090, H29 1.090
24 O 1.681 7.466 -1.585  C23 1.346, H30 0.960
25 H 3.768 5.105 -1.296  O21 0.960
26 H 3.292 6.620 -3.500  C22 1.090
27 H 2.873 5.051 -3.471  C22 1.090
28 H 1.194 5.644 -1.329  C23 1.090
29 H 0.722 6.276 -2.898  C23 1.090
30 H 2.322 7.373 -0.877  O24 0.960
31 O 0.151 -5.336 3.932  C32 1.448, H35 0.960
32 C 0.169 -6.524 3.103  O31 1.448, C33 1.571, H36 1.090, H37 1.090
33 C 1.301 -7.508 3.571  C32 1.571, O34 1.393, H38 1.090, H39 1.090
34 O 2.551 -6.943 3.332  C33 1.393, H40 0.960
35 H 1.006 -4.901 3.921  O31 0.960
36 H -0.836 -6.941 3.046  C32 1.090
37 H 0.358 -6.138 2.101  C32 1.090
38 H 1.147 -8.498 3.142  C33 1.090
39 H 1.332 -7.665 4.649  C33 1.090
40 H 2.731 -6.330 4.049  O34 0.960
41 O 4.576 -2.040 -1.908  C42 1.441, H45 0.960
42 C 5.246 -1.445 -0.779  O41 1.441, C43 1.573, H46 1.090, H47 1.090
43 C 5.465 0.061 -1.177  C42 1.573, O44 1.402, H48 1.090, H49 1.090
44 O 4.272 0.786 -1.038  C43 1.402, H50 0.960
45 H 3.654 -1.776 -1.923  O41 0.960
46 H 4.604 -1.525 0.098  C42 1.090
47 H 6.196 -1.918 -0.531  C42 1.090
48 H 5.916 0.107 -2.168  C43 1.090
49 H 6.221 0.426 -0.482  C43 1.090
50 H 3.562 0.156 -1.179  O44 0.960
51 O -7.885 6.426 -0.454  C52 1.449, H55 0.960
52 C -7.464 5.362 -1.342  O51 1.449, C53 1.468, H56 1.090, H57 1.090
53 C -6.541 5.766 -2.409  C52 1.468, O54 1.432, H58 1.090, H59 1.090
54 O -5.217 5.748 -1.865  C53 1.432, H60 0.960
55 H -8.257 7.201 -0.881  O51 0.960
56 H -7.154 4.492 -0.763  C52 1.090
57 H -8.467 5.161 -1.720  C52 1.090
58 H -6.749 6.754 -2.819  C53 1.090
59 H -6.520 5.020 -3.204  C53 1.090
60 H -4.595 5.963 -2.564  O54 0.960
61 O -2.413 -0.928 -5.235  C62 1.425, H65 0.960
62 C -3.438 -1.790 -5.722  O61 1.425, C63 1.527, H66 1.090, H67 1.090
63 C -4.702 -1.581 -4.892  C62 1.527, O64 1.385, H68 1.090, H69 1.090
64 O -4.519 -2.225 -3.680  C63 1.385, H70 0.960
65 H -1.627 -1.165 -5.733  O61 0.960
66 H -3.490 -1.512 -6.775  C62 1.090
67 H -2.943 -2.755 -5.835  C62 1.090
68 H -5.597 -1.990 -5.362  C63 1.090
69 H -4.934 -0.525 -4.754  C63 1.090
70 H -4.049 -1.629 -3.093  O64 0.960

Relative energy (zero: lowest compared OMol25 entry of this formula, charge and spin) in kcal/mol: 89.7
HOMO level in eV: -9.9
Largest force on an atom in eV Å⁻¹: 3.56
SMILES string: OCCO.OCCO.OCCO.OCCO.OCCO.OCCO.OCCO
E_LUMO in eV: 0.136